a) Below is a cluster of 2 separate species, C10H16O in total, with properties calculated with wB97M-V/def2-TZVPD.

Properties
* frontier orbital gap: 9.36 eV
* total charge: 0
* structure (SMILES): Cc1ccc(O)cc1.CCC
* LUMO: 0.84 eV

XYZ file:
```
27
C10H16O wB97M-V/def2-TZVPD
C 3.016 -3.265 0.878
C 1.243 0.643 1.390
C 0.630 -0.298 0.575
C 2.452 0.328 1.998
C 1.212 -1.551 0.407
C 3.009 -0.923 1.783
C 2.408 -1.908 1.004
O 0.632 1.838 1.717
H 0.205 2.221 0.937
H -0.264 -0.055 0.019
H 2.917 0.985 2.712
H 0.580 -2.278 -0.099
H 3.967 -1.113 2.262
H 3.637 -3.516 1.741
H 3.756 -3.292 0.066
H 2.253 -4.026 0.723
C -2.349 1.147 -1.835
C -2.722 1.556 -0.383
C -3.439 1.634 -2.838
H -2.304 0.066 -1.888
H -1.396 1.622 -2.049
H -2.251 0.926 0.374
H -2.251 2.516 -0.200
H -4.155 2.289 -2.348
H -3.772 1.537 -0.127
H -4.015 0.767 -3.140
H -2.997 2.147 -3.681
```

=====

b) Below is a cluster of 2 separate species, C10H16O in total, with properties calculated with wB97M-V/def2-TZVPD.

Properties
* frontier orbital gap: 9.04 eV
* total charge: 0
* structure (SMILES): Cc1ccc(O)cc1.CCC
* LUMO: 0.84 eV

XYZ file:
```
27
C10H16O wB97M-V/def2-TZVPD
C 2.524 -0.478 -2.566
C 3.459 0.524 -2.005
C 1.142 0.083 -3.175
H 3.096 -1.108 -3.255
H 2.294 -1.202 -1.822
H 4.311 0.402 -1.308
H 2.831 1.302 -1.472
H 1.204 1.165 -3.251
H 0.971 -0.562 -4.071
H 3.924 1.199 -2.756
H 0.330 -0.253 -2.570
C 1.253 -0.871 2.531
C -1.714 1.251 1.488
C -2.197 0.412 0.455
C -0.731 0.703 2.267
C -0.019 -0.524 1.916
C -1.623 -0.826 0.142
C -0.537 -1.296 0.892
O -3.126 0.953 -0.410
H -2.023 2.248 1.534
H -0.280 1.283 3.020
H -2.105 -1.292 -0.676
H -3.421 0.231 -1.010
H 1.528 -1.897 2.494
H 1.199 -0.659 3.647
H 0.019 -2.159 0.492
H 2.061 -0.247 2.215
```

=====

Decreasing stability: a), b)